The following is a quantum chemistry calculation of an isolated molecule of C8H10N4 in a non-equilibrium geometry, from the OMol25 dataset.

Calculated values
Gap between HOMO and LUMO (eV): 8.6
Energy above the lowest of the compared OMol25 structures with the same formula, charge and spin (kJ/mol): 170.80
Structure (SMILES): CCNc1nccn2ccnc12

Last column: Löwdin charge in e.
Element x y z (Å)
N -0.25803 1.83778 0.74842  0.023
C 1.76585 2.93513 -0.07892  -0.087
C 0.01542 -0.24117 -1.98823  -0.185
H -0.31234 3.96248 0.51139  0.137
H -0.62127 -3.02666 2.55610  0.065
H -0.60527 1.50030 1.66208  0.145
H 2.05554 2.38139 -0.96679  0.069
H 0.34107 -0.10974 -3.06375  0.119
H 2.29310 2.55848 0.77311  0.069
H 2.16414 3.85582 -0.31600  0.035
C -0.20938 -0.65410 0.60302  -0.251
C -0.51138 -2.41535 1.74380  -0.119
N -0.27353 -1.73697 -0.26140  -0.055
H -0.17182 -2.45796 -2.28192  0.136
N -0.10796 0.83971 -1.29483  0.096
H -0.91385 -3.79961 -0.16687  0.125
H -0.07119 2.95540 -0.96645  0.104
C -0.65716 -2.89603 0.41948  0.006
N -0.24559 -1.08686 1.79502  0.100
C -0.20395 0.66751 0.00158  -0.234
C 0.23914 3.03909 0.11413  -0.238
C -0.09893 -1.56767 -1.59008  -0.060

Cartesian forces, eV/Å:
N -1.0 -3.8 0.5
C -0.7 -0.3 0.4
C 1.1 -4.0 -4.6
H 1.5 -1.2 -0.1
H -0.2 -1.0 2.2
H 0.7 2.0 -0.1
H -0.5 -0.7 0.1
H -0.8 -0.1 1.1
H 0.2 -0.3 0.6
H 0.8 2.5 -0.2
C 0.4 0.0 -3.1
C -0.4 -0.2 -2.8
N -1.8 -0.8 -0.8
H 0.4 1.3 1.0
N 0.2 0.8 1.9
H 0.4 0.7 1.0
H -0.4 0.3 1.2
C 1.5 2.4 0.8
N -0.7 -0.7 3.7
C 0.3 1.6 0.3
C -0.9 0.4 -1.3
C -0.2 1.0 -1.8


The following is a quantum chemistry calculation of a cluster of 2 separate species, C8H10N4S in total in a non-equilibrium geometry, from the OMol25 dataset.

Calculated values
Gap between HOMO and LUMO (eV): 7.9
Energy above the lowest of the compared OMol25 structures with the same formula, charge and spin (kJ/mol): 99.92
Total charge: +2

Last column: Löwdin charge in e.
Element x y z (Å)
C -1.55821 1.44567 0.74943  -0.067
H 2.60319 -1.83305 -1.21876  0.096
S 0.50027 1.42262 -2.43497  1.215
H -0.04097 -1.67498 -2.53540  0.172
H 2.23652 -0.36418 -2.02527  0.096
C -1.01361 -1.54975 0.47604  -0.039
H -2.16882 -1.95297 -1.24658  0.208
N -0.11857 1.99538 2.37517  0.155
C -0.17783 -1.50821 -1.49133  -0.078
H -2.49227 1.55627 0.05212  0.196
C 0.57233 1.84946 1.36735  -0.071
C 0.27312 -1.15562 0.53162  -0.050
N 0.79552 -1.06647 -0.71793  -0.149
C 0.15821 1.37719 -1.00259  -0.537
H -2.16838 1.59029 2.88112  0.159
H 0.76180 -0.72106 1.41205  0.157
N -1.27701 -1.76921 -0.79832  0.167
C 2.17373 -0.90750 -1.00001  -0.002
H 2.80906 -0.41939 -0.18701  0.155
C -1.43649 1.75972 2.05619  -0.036
N -0.31088 1.55524 0.20519  -0.064
H 1.62994 1.92417 1.26541  0.150
H -1.75065 -1.55362 1.28649  0.168

Cartesian forces, eV/Å:
C -4.3 1.2 -1.5
H 0.7 -1.7 0.0
S 0.6 0.6 -2.0
H -0.2 -0.1 -0.5
H 0.3 -0.6 2.0
C -0.4 0.5 3.1
H 0.0 -0.4 0.2
N -0.4 0.0 2.1
C 0.3 -0.4 -2.2
H 1.9 -0.8 1.6
C 0.8 0.1 -1.9
C 0.5 1.0 3.0
N -1.6 -1.7 1.8
C -2.3 1.5 2.8
H 0.5 0.8 -1.1
H 0.1 -0.7 -0.5
N -0.2 -0.1 -2.5
C 1.9 2.4 -2.1
H -1.4 -0.4 -1.1
C -1.3 -1.3 1.1
N 3.5 0.1 -1.4
H 0.6 0.1 -0.3
H 0.4 -0.3 -0.6


The following is a quantum chemistry calculation of an isolated molecule of C8H10N4S2 in a non-equilibrium geometry, from the OMol25 dataset.

Calculated values
Gap between HOMO and LUMO (eV): 8.5
Energy above the lowest of the compared OMol25 structures with the same formula, charge and spin (kJ/mol): 0.00
Structure (SMILES): Cn1ccnc1SSc1nccn1C

Last column: Löwdin charge in e.
Element x y z (Å)
H 2.70705 -1.82321 0.63591  0.108
H 1.44237 0.67666 2.27222  0.075
S 0.73633 2.35616 -0.76686  0.623
H -1.43800 0.62246 -2.28212  0.084
H -1.61377 -2.21780 1.86856  0.095
N -1.04722 -0.16918 1.66092  0.055
N 2.00163 0.15658 0.32264  -0.125
H -2.49314 1.80088 -1.45517  0.071
C 1.28456 0.69695 -0.69800  -0.764
H 1.60793 -2.24645 -1.82017  0.097
H -3.15316 0.25978 -2.02978  0.080
C 2.20237 -1.14615 -0.00097  -0.072
C 1.62595 -1.33843 -1.23244  -0.134
N -1.99935 0.14664 -0.32102  -0.129
H -2.70656 -1.83397 -0.64495  0.111
H 2.51055 1.83646 1.44764  0.080
C -1.62403 -1.33957 1.24309  -0.136
H 3.16892 0.29587 2.01198  0.085
C -2.30639 0.74948 -1.60937  -0.029
C 2.29842 0.77595 1.60622  -0.029
C -1.29648 0.70457 0.69761  -0.761
N 1.04958 -0.17030 -1.66115  0.057
C -2.19770 -1.16157 0.00473  -0.066
S -0.75986 2.36818 0.75048  0.623

Cartesian forces, eV/Å:
H 0.4 -0.4 0.5
H 0.0 0.0 0.0
S 0.0 -0.1 0.0
H -0.4 0.1 0.3
H 0.0 0.0 -0.1
N -0.2 0.0 -0.2
N -0.1 0.2 0.3
H -0.1 0.3 -0.1
C -0.1 0.3 -0.1
H 0.0 0.2 0.1
H -0.7 -0.3 -0.3
C -0.4 0.0 -0.8
C 0.1 0.2 0.1
N -0.1 -0.1 -0.3
H -0.2 -0.3 -0.3
H 0.0 -0.2 0.0
C 0.0 0.4 -0.2
H 0.3 -0.2 0.3
C 1.3 0.0 0.1
C -0.3 0.4 -0.4
C 0.2 0.0 0.3
N 0.0 -0.3 0.1
C 0.3 0.2 0.7
S 0.1 -0.2 0.0


The following is a quantum chemistry calculation of the ion C8H10NO2S with charge +1 in a non-equilibrium geometry, from the OMol25 dataset.

Calculated values
Gap between HOMO and LUMO (eV): 7.7
Energy above the lowest of the compared OMol25 structures with the same formula, charge and spin (kJ/mol): 81.19
Total charge: +1

Last column: Löwdin charge in e.
Element x y z (Å)
S -0.24801 3.05064 -1.60093  1.068
C -0.58677 -2.50176 1.23255  -0.063
H -1.99366 0.63284 -0.79403  0.175
H 2.64090 -1.53407 1.45216  0.143
C 1.58553 -1.42457 1.04718  -0.012
C 0.79566 -2.50858 1.50435  -0.042
C -0.28173 1.36611 -1.67499  -0.579
H 0.61982 0.98763 -3.24495  0.098
O 1.75606 0.71416 -0.06335  0.048
N -1.02877 1.88532 0.54941  0.000
C -1.11693 -1.50607 0.43004  -0.009
H -1.27441 -3.07997 1.78039  0.096
C -0.96382 0.82909 -0.43704  -0.354
C 1.05826 -0.40587 0.29220  -0.299
O 0.18539 0.58803 -2.57204  0.225
H -2.17666 -1.42113 0.27201  0.119
H -2.04685 2.22408 0.73249  0.157
H 2.68755 0.73834 0.27881  0.159
C -0.28335 -0.46102 0.01107  -0.143
H 1.22717 -3.15109 2.35019  0.141
H -0.51142 1.62025 1.39068  0.115
H -0.04394 3.35766 -2.93619  -0.043

Cartesian forces, eV/Å:
S 0.0 0.9 -1.0
C 1.1 0.6 -0.2
H 0.4 -0.3 0.0
H -1.2 0.9 -1.0
C 1.6 -2.6 1.5
C -0.3 0.9 1.3
C 0.1 1.2 0.6
H 2.3 2.2 -3.6
O 0.9 0.4 0.1
N -1.9 0.6 0.5
C 1.3 0.5 0.4
H -0.5 -1.2 0.3
C 0.0 -1.0 -0.9
C 0.9 -0.3 0.7
O -2.6 -2.4 3.5
H -0.3 -0.1 -0.1
H 2.7 -1.0 -0.1
H -1.3 -0.4 -0.3
C -2.0 0.8 -0.2
H -0.7 0.7 -1.8
H -0.5 0.3 -0.2
H 0.3 -0.6 0.6


The following is a quantum chemistry calculation of a structure of composition C8H10NO3S2 in a non-equilibrium geometry, from the OMol25 dataset.

Calculated values
Gap between HOMO and LUMO (eV): 7.0
Total charge: +1

Last column: Löwdin charge in e.
Element x y z (Å)
H -1.39581 0.81770 0.26817  0.112
S 1.32708 -2.18407 0.46461  1.151
H -0.55598 -0.92158 -1.48234  0.169
O 1.03902 0.37226 -2.19815  0.205
H 3.60046 0.36503 -1.10159  0.179
H 2.73076 2.08718 -0.96958  0.206
H 3.35270 0.46759 1.60394  0.162
O 0.67993 0.78008 2.38185  0.289
C -0.39986 -2.33494 0.18111  -0.654
O -1.20050 -3.16798 0.40392  0.158
C 2.76510 1.08054 0.89878  -0.063
C 1.39331 0.70371 1.48101  -0.097
H -2.73277 -0.46335 -1.67820  0.059
C 1.52766 0.26070 -1.13087  -0.443
S -4.04540 1.28083 -0.50994  0.691
C -2.95405 -0.27174 -0.66885  -0.488
C -0.48533 -0.97096 -0.38821  -0.380
H 2.69670 2.14554 1.18782  0.157
H -3.87757 1.60840 0.81113  -0.136
H -1.89445 -0.69797 1.27726  0.182
N 0.83018 -0.48267 -0.08066  -0.231
C 2.74064 0.93118 -0.59269  -0.075
H -3.46063 -1.14266 -0.33166  0.062
C -1.68120 -0.26281 0.17316  -0.215

Cartesian forces, eV/Å:
H -0.1 -0.7 0.2
S 1.8 0.7 0.2
H -0.1 -0.6 0.0
O 0.1 0.2 -0.8
H -0.8 1.1 1.1
H 0.2 -3.1 0.2
H 0.7 0.4 -0.7
O 1.2 -0.2 -1.7
C -0.3 -0.3 -0.7
O 0.0 -0.3 0.1
C -2.5 -0.2 2.0
C -1.0 -0.5 0.4
H 0.1 0.4 -1.5
C -0.8 -0.4 1.0
S 0.9 -0.9 0.1
C -0.3 0.5 2.0
C -2.5 0.4 -1.5
H 1.0 -0.3 0.1
H 0.1 -0.6 -0.6
H 0.4 1.3 -2.4
N 1.6 -0.5 1.9
C 1.7 2.3 -2.3
H -1.1 -0.5 0.1
C -0.3 1.9 2.9


The following is a quantum chemistry calculation of the ion C8H10NO4S2 with charge +1 in a non-equilibrium geometry, from the OMol25 dataset.

Calculated values
Gap between HOMO and LUMO (eV): 7.9
Energy above the lowest of the compared OMol25 structures with the same formula, charge and spin (kJ/mol): 367.06
Total charge: +1

Last column: Löwdin charge in e.
Element x y z (Å)
O -3.06126 -0.17695 -2.26699  -0.457
C 1.01219 -2.59522 2.92193  -0.104
H 1.35244 -3.52501 3.45103  0.111
H -0.60002 2.01900 -3.36362  0.109
H 1.66875 -1.88023 3.47340  0.093
C 0.86782 0.72269 0.85264  -0.013
O 1.10936 -2.55140 1.51424  -0.297
H -0.22428 2.47951 1.33417  0.156
S 2.26981 -1.59614 0.86798  0.684
N -0.65843 1.77749 -0.57437  0.090
H -1.43130 3.46832 -1.33190  0.176
S -1.68036 -0.01397 -2.76310  0.998
C -0.59308 -0.35696 -1.42646  -0.026
H 1.51005 1.06591 1.61618  0.124
C -0.12281 1.73397 0.54723  -0.040
O 3.07935 -0.99725 1.87718  -0.227
C -0.02947 -1.12848 -0.57594  -0.026
C 0.91365 -0.45509 0.31592  -0.198
H -0.11649 -2.37370 3.04230  0.131
H -2.41552 2.14679 -3.48793  0.138
H -2.47358 2.30176 -0.94829  0.137
C -1.54890 1.86646 -2.82033  -0.221
H -0.13592 -2.14354 -0.54479  0.123
C -1.54050 2.36675 -1.43764  -0.268
O 2.84852 -2.15470 -0.27284  -0.191

Cartesian forces, eV/Å:
O 0.4 -0.4 -0.1
C -1.6 0.3 2.6
H -0.7 0.2 -1.4
H -0.3 0.4 0.3
H -0.8 0.2 -0.9
C -0.9 1.4 0.3
O 2.5 -0.3 -1.0
H -0.4 0.4 -0.2
S -2.3 1.2 1.5
N 1.8 -4.2 -1.2
H 0.4 -0.3 -0.8
S -1.7 0.4 0.1
C -1.0 3.3 -0.6
H 1.1 -0.2 0.6
C 0.1 0.9 0.5
O -0.5 -0.1 -0.2
C 0.9 2.5 0.2
C 1.7 -2.3 0.6
H 2.0 -0.5 0.7
H 0.9 -0.3 1.0
H -1.8 -0.6 0.1
C 1.1 -1.4 -2.0
H -0.1 -2.7 -0.1
C -1.2 3.1 1.4
O 0.2 -1.1 -1.3


- Which value of gap between HOMO and LUMO does entry 2 give?
  7.9 eV


- Look up the gap between HOMO and LUMO of the sixth one.
  7.9 eV


- What is the formula in the fifth record?
  C8H10NO3S2


- Among the records above, which one has the lowest gap between HOMO and LUMO?
  C8H10NO3S2